Run w
Molecular formula: C16H25N3O4S
Method: DFT, ωB97M-V with the def2-TZVPD basis set

Geometry as ORCA input:
```
! wB97M-V def2-TZVPD RIJCOSX def2/J DEFGRID3
* xyz 0 1
S 1.254 2.873 0.364
O -2.642 0.814 2.610
O 1.683 0.490 -2.621
O -1.270 -0.737 -1.658
O 4.875 -0.591 0.818
N -0.233 0.966 -0.590
N -0.885 1.709 1.500
N 2.680 0.351 -0.598
C -1.963 0.792 1.606
C -8.118 -1.844 -0.494
C -0.086 1.748 0.422
C 2.037 1.003 -1.579
C 3.042 -1.042 -0.676
C 4.551 -1.198 -0.428
C -3.215 -1.087 0.477
C -6.975 -0.837 -0.496
C -4.520 -0.455 -0.019
C 1.839 2.495 -1.316
C -2.099 -0.086 0.474
C 4.934 -2.922 1.175
C -5.667 -1.461 -0.018
C -1.227 0.044 -0.575
C 4.975 -2.668 -0.331
C 5.371 -1.565 1.722
H -7.231 0.003 0.154
H -0.750 2.341 2.280
H 3.918 -3.153 1.498
H -3.360 -1.441 1.500
H -7.891 -2.680 -1.153
H -5.410 -2.302 -0.667
H -6.840 -0.444 -1.506
H 4.309 -3.319 -0.892
H -0.534 -0.480 -2.239
H 2.786 3.025 -1.422
H 1.116 2.888 -2.030
H 6.467 -1.497 1.759
H -2.946 -1.926 -0.165
H 5.091 -0.661 -1.219
H -9.041 -1.380 -0.835
H 3.019 0.843 0.216
H 2.774 -1.399 -1.672
H 2.485 -1.608 0.079
H 4.971 -1.344 2.714
H -4.772 0.386 0.630
H 5.594 -3.726 1.490
H -5.803 -1.851 0.993
H 5.990 -2.792 -0.706
H -8.280 -2.234 0.508
H -4.370 -0.071 -1.030
*
```

Computed properties:
LUMO level	0.46	eV
frontier orbital gap	8.8	eV
highest occupied orbital energy	-8.39	eV
structure (SMILES)	CCCCCc1c(O)nc(SCC(=O)NC[C@@H]2CCCO2)[nH]c1=O

Run x
Molecular formula: C16H25N3O4S
Method: DFT, ωB97M-V with the def2-TZVPD basis set

Geometry as ORCA input:
```
! wB97M-V def2-TZVPD RIJCOSX def2/J DEFGRID3
* xyz 0 1
S 0.762 -3.481 0.156
O 1.450 -4.623 0.703
O 1.172 0.099 1.501
O -0.986 -3.692 0.171
O -2.201 0.048 -1.217
N -1.117 1.235 0.142
N 1.213 -2.067 0.919
N -0.626 -0.957 0.002
C 4.215 -3.007 0.661
C -1.346 0.134 -0.471
C -3.197 4.189 -0.458
C 3.385 -1.813 1.126
C 0.605 -0.907 0.928
C 2.246 -2.169 1.889
C 5.379 -2.729 -0.199
C -1.496 2.498 -0.372
C -2.936 6.469 -1.432
C -1.100 4.831 -1.067
C 1.210 -3.135 -1.666
C -3.759 1.969 0.419
C -0.401 3.703 -0.843
C 0.751 3.206 -0.836
C -2.333 5.159 -1.174
C -2.716 3.075 -0.149
H 5.988 -3.545 -0.565
H -0.151 5.700 -1.451
H 2.097 -1.391 2.883
H -3.949 1.125 -0.482
H 1.125 2.344 -1.296
H -3.581 1.518 1.163
H 0.953 -4.151 -1.999
H 1.316 3.108 0.258
H -3.949 6.624 -1.320
H 4.282 -1.389 1.883
H -2.928 6.503 -2.395
H 6.179 -1.923 0.224
H 3.563 -3.666 0.174
H -1.104 -1.806 -0.081
H 2.272 -3.368 2.580
H 3.448 -1.207 0.368
H 1.372 4.034 -1.278
H 4.710 -3.791 1.494
H -4.335 4.327 -0.362
H -4.801 2.410 0.672
H -2.206 7.360 -1.193
H -0.089 1.350 0.570
H 0.637 -2.310 -1.833
H 4.938 -2.318 -1.267
H 2.244 -2.918 -1.191
*
```

Computed properties:
LUMO level	0.26	eV
frontier orbital gap	8.0	eV
highest occupied orbital energy	-7.78	eV

Verdict on stability: run x comes out at the bottom.

Run w
Molecular formula: C5H9N2S
Method: DFT, ωB97M-V with the def2-TZVPD basis set

Geometry as ORCA input:
```
! wB97M-V def2-TZVPD RIJCOSX def2/J DEFGRID3
* xyz 1 1
S -1.588 0.471 -0.802
N 2.502 0.252 -0.123
N 1.265 -1.555 -0.599
C 0.138 -1.329 0.086
C -0.378 -0.056 0.570
C -3.094 1.061 -0.024
C 2.214 -0.650 -0.972
C 2.660 1.328 0.323
H 0.372 0.758 0.703
H -2.900 2.209 0.241
H -0.387 -2.275 0.184
H 1.327 -2.434 -1.050
H -1.137 -0.141 1.402
H 3.218 -0.922 -1.465
H 2.909 1.779 1.285
H -3.964 0.903 -0.681
H -3.156 0.603 0.923
*
```

Computed properties:
LUMO level (spin up / spin down)	-5.00 / -5.01	eV
frontier orbital gap (spin up / spin down)	7.2 / 7.2	eV
highest occupied orbital energy (spin up / spin down)	-12.18 / -12.18	eV

Run x
Molecular formula: C5H9N2S
Method: DFT, ωB97M-V with the def2-TZVPD basis set

Geometry as ORCA input:
```
! wB97M-V def2-TZVPD RIJCOSX def2/J DEFGRID3
* xyz 1 1
S 2.597 1.321 0.991
N -0.432 -1.062 0.292
N 1.306 -0.978 1.666
C 1.422 0.191 0.863
C 0.400 0.352 -1.594
C 0.256 0.185 -0.042
C -0.631 1.358 0.470
C 0.154 -1.599 1.357
H -0.581 0.501 -1.959
H -1.556 1.484 0.021
H -0.183 2.281 0.036
H -0.337 -2.398 1.903
H 1.143 1.178 -1.729
H 0.811 -0.601 -2.014
H -1.433 -1.170 0.124
H -0.591 1.322 1.471
H 1.929 -1.055 2.366
*
```

Computed properties:
LUMO level	-5.07	eV
frontier orbital gap	8.3	eV
highest occupied orbital energy	-13.37	eV
structure (SMILES)	CC1(C)NC=[NH+]C1=S

Run y
Molecular formula: C5H9N2S
Method: DFT, ωB97M-V with the def2-TZVPD basis set

Geometry as ORCA input:
```
! wB97M-V def2-TZVPD RIJCOSX def2/J DEFGRID3
* xyz 1 1
S -0.637 -1.084 0.999
N -2.883 -1.084 -0.101
N -1.725 0.507 -0.962
C 0.934 -0.271 0.642
C 1.708 -0.724 -0.269
C -1.747 -0.483 -0.086
C 2.373 -1.298 -1.200
C 1.686 0.793 1.570
H -3.582 -0.846 -0.746
H -3.169 -1.789 0.557
H -2.599 0.779 -1.352
H 1.019 1.657 1.740
H 1.847 0.192 2.445
H 2.594 1.024 1.216
H 3.023 -2.091 -0.889
H -1.102 1.230 -1.003
H 2.175 -1.149 -2.213
*
```

Computed properties:
LUMO level	-3.40	eV
frontier orbital gap	10.1	eV
highest occupied orbital energy	-13.50	eV

Verdict on stability: run w comes out at the bottom.

Run w
Molecular formula: C2HN3O3
Method: DFT, ωB97M-V with the def2-TZVPD basis set

Geometry as ORCA input:
```
! wB97M-V def2-TZVPD RIJCOSX def2/J DEFGRID3
* xyz 0 1
O -1.686 0.468 -0.063
O 2.051 -0.570 0.374
O 0.422 0.774 0.820
N -1.355 -0.551 -1.891
N -2.266 0.058 -1.225
N -0.165 -0.409 -1.352
C -0.296 0.261 -0.286
C 1.581 0.038 1.239
H 1.715 -0.069 2.385
*
```

Computed properties:
LUMO level	0.07	eV
frontier orbital gap	11.4	eV
highest occupied orbital energy	-11.33	eV
structure (SMILES)	O=COc1nnno1

Run x
Molecular formula: C2HN3O3
Method: DFT, ωB97M-V with the def2-TZVPD basis set

Geometry as ORCA input:
```
! wB97M-V def2-TZVPD RIJCOSX def2/J DEFGRID3
* xyz 0 1
O 1.048 -2.125 -0.792
O 0.061 -0.676 1.876
O -0.388 0.986 -1.125
N 0.345 0.013 -0.331
N -0.834 1.207 0.983
N -0.964 1.812 -0.050
C -0.228 -0.047 0.974
C 0.841 -0.983 -1.253
H 0.717 -0.531 -2.213
*
```

Computed properties:
LUMO level	-1.18	eV
frontier orbital gap	9.8	eV
highest occupied orbital energy	-10.99	eV
structure (SMILES)	O=Cn1onnc1=O

Verdict on stability: run x comes out at the bottom.

Run w
Molecular formula: C4H8N3S
Method: DFT, ωB97M-V with the def2-TZVPD basis set

Geometry as ORCA input:
```
! wB97M-V def2-TZVPD RIJCOSX def2/J DEFGRID3
* xyz 1 1
S -2.304 -0.116 0.981
N 0.335 1.618 0.479
N -1.896 1.212 -0.042
N -0.229 -0.139 -1.089
C 0.325 -1.063 -0.377
C 0.898 -0.726 0.947
C 0.886 0.766 1.209
C -0.539 1.206 -0.559
H 0.578 -2.017 -0.828
H -0.505 1.923 -1.390
H 1.932 -1.092 1.003
H -2.950 -0.847 0.050
H -2.151 2.090 0.390
H 0.376 -1.227 1.768
H 1.413 1.134 2.078
H -0.489 -0.313 -2.056
*
```

Computed properties:
LUMO level	-5.00	eV
frontier orbital gap	8.5	eV
highest occupied orbital energy	-13.51	eV
structure (SMILES)	SN[C@H]1N=CCC=[NH+]1

Run x
Molecular formula: C4H8N3S
Method: DFT, ωB97M-V with the def2-TZVPD basis set

Geometry as ORCA input:
```
! wB97M-V def2-TZVPD RIJCOSX def2/J DEFGRID3
* xyz 1 1
S 1.040 2.953 0.063
N 0.320 0.610 -1.189
N -0.503 -0.337 1.272
N 0.141 -0.560 -1.095
C 0.256 1.716 -0.629
C -0.602 2.918 -0.789
C -0.251 -1.210 0.198
C 0.832 -2.303 0.111
H 0.201 -0.249 2.066
H -1.511 2.968 -0.238
H -1.403 -0.539 1.748
H 0.732 -2.831 1.049
H 0.811 -2.916 -0.804
H 1.816 -1.848 0.053
H -0.604 3.401 -1.877
H -1.274 -1.773 0.061
*
```

Computed properties:
LUMO level	-4.75	eV
frontier orbital gap	9.2	eV
highest occupied orbital energy	-13.95	eV

Verdict on stability: run x comes out at the bottom.

Run w
Molecular formula: C4H12OS
Method: DFT, ωB97M-V with the def2-TZVPD basis set

Geometry as ORCA input:
```
! wB97M-V def2-TZVPD RIJCOSX def2/J DEFGRID3
* xyz 0 1
S -1.735 0.824 1.325
O -2.102 4.552 0.277
C 1.626 -2.669 -0.840
C -0.119 0.594 0.459
C 1.481 -1.293 -0.113
C -0.018 -0.912 -0.065
H -0.560 -1.642 0.557
H -2.479 0.426 0.237
H 2.515 -3.103 -0.337
H -2.356 4.662 1.208
H -0.074 1.338 -0.351
H -0.425 -0.791 -1.067
H 0.640 0.696 1.274
H 1.645 -2.596 -1.984
H 0.754 -3.285 -0.557
H 2.017 -0.556 -0.716
H 1.898 -1.400 0.859
H -2.708 5.157 -0.166
*
```

Computed properties:
LUMO level	0.83	eV
frontier orbital gap	9.5	eV
highest occupied orbital energy	-8.65	eV
structure (SMILES)	CCCCS.O

Run x
Molecular formula: C4H12OS
Method: DFT, ωB97M-V with the def2-TZVPD basis set

Geometry as ORCA input:
```
! wB97M-V def2-TZVPD RIJCOSX def2/J DEFGRID3
* xyz 0 1
S -2.282 -0.827 1.660
O 3.930 -0.445 -3.436
C 1.737 1.277 0.422
C -0.418 0.150 -0.192
C 0.230 1.271 0.591
C -1.928 0.012 0.081
H -2.355 -0.590 -0.717
H 1.966 1.161 -0.596
H 4.468 -1.134 -3.831
H 0.052 -0.767 0.159
H -0.034 1.230 1.653
H -0.227 2.187 0.232
H 2.188 2.157 0.848
H -2.760 -1.933 1.085
H -0.336 0.329 -1.264
H 4.310 -0.353 -2.555
H -2.419 0.985 -0.014
H 2.267 0.487 0.971
*
```

Computed properties:
LUMO level	0.82	eV
frontier orbital gap	9.8	eV
highest occupied orbital energy	-9.02	eV
structure (SMILES)	CCCCS.O

Verdict on stability: run w comes out at the bottom.